Record 1
# C22H20Cl2F9N2O4SSr

A structure of composition C22H20Cl2F9N2O4SSr in a non-equilibrium geometry (ωB97M-V/def2-TZVPD, OMol25).

Atoms and positions in Å:
Sr: 6.02 -17.64 1.96
Cl: 8.95 -13.45 5.38
Cl: 3.84 -14.80 3.61
S: 7.16 -14.50 2.94
F: 5.76 -19.76 6.92
F: 8.03 -15.42 -1.65
F: 6.77 -16.09 -3.42
F: 4.47 -17.75 -2.43
F: 6.99 -21.21 5.69
F: 7.54 -17.54 -2.00
F: 3.85 -15.68 -2.85
F: 7.95 -19.49 6.60
F: 3.38 -16.67 -0.85
O: 5.31 -19.41 4.09
O: 4.69 -24.66 0.07
O: 7.24 -18.30 4.18
O: 5.90 -16.89 -0.17
N: 5.72 -20.03 0.84
N: 4.91 -24.25 2.31
C: 6.72 -13.49 6.78
C: 4.58 -14.25 6.16
C: 6.81 -19.90 5.98
C: 5.74 -19.89 -0.46
C: 6.21 -26.34 2.16
C: 4.29 -16.51 -1.88
C: 4.85 -23.77 0.95
C: 5.52 -14.63 -0.78
C: 5.00 -14.33 4.79
C: 5.38 -21.25 1.36
C: 7.02 -16.27 -2.13
C: 5.61 -21.01 -1.35
C: 3.65 -22.88 3.90
C: 5.03 -23.46 3.49
C: 6.37 -14.21 4.40
C: 7.20 -13.75 5.51
C: 5.24 -22.35 0.56
C: 5.39 -13.63 7.11
C: 6.43 -19.13 4.59
C: 5.72 -16.04 -1.23
C: 4.85 -25.71 2.47
C: 5.38 -22.22 -0.83
H: 3.12 -22.30 3.11
H: 4.05 -25.96 1.74
H: 3.57 -14.58 6.39
H: 5.29 -21.26 2.45
H: 4.40 -25.96 3.49
H: 3.66 -22.20 4.78
H: 6.33 -14.27 -0.11
H: 3.01 -23.74 4.15
H: 6.13 -27.38 1.67
H: 5.29 -23.08 -1.41
H: 5.80 -22.72 3.35
H: 5.74 -20.89 -2.44
H: 5.87 -18.92 -0.92
H: 6.75 -25.65 1.52
H: 5.04 -13.47 8.14
H: 7.42 -13.06 7.48
H: 5.32 -13.82 -1.51
H: 5.31 -24.21 4.27
H: 6.75 -26.47 3.14
H: 4.63 -14.76 -0.10

Results
* net charge: -1
* energy: -95488.1023 eV
* energy relative to the best compared isomer or geometry (same formula, charge and spin): 26.4 kcal/mol
* frontier orbital gap: 6.2703 eV
* molar mass: 737.99 g/mol



Record 2
# C4H6O2

An isolated molecule of C4H6O2 in a non-equilibrium geometry (ωB97M-V/def2-TZVPD, OMol25).

Atoms and positions in Å:
O: 1.65 1.36 0.26
O: 2.27 -0.81 -0.02
C: 1.29 0.25 -0.04
C: -0.08 -0.34 -0.35
C: -1.21 0.66 -0.43
C: -1.24 -0.35 0.71
H: -1.94 -1.30 0.52
H: -1.04 1.79 -0.17
H: -0.99 -0.06 1.80
H: -1.88 0.31 -1.24
H: 0.06 -1.18 -1.06
H: 3.10 -0.33 0.02

Results
* SMILES string: O=C(O)C1CC1
* energy: -8339.0193 eV
* energy relative to the best compared isomer or geometry (same formula, charge and spin): 33.2 kcal/mol
* frontier orbital gap: 11.5829 eV
* molar mass: 86.09 g/mol



Record 3
# C11H21N3O3

An isolated molecule of C11H21N3O3 in a non-equilibrium geometry (ωB97M-V/def2-TZVPD, OMol25).

Atoms and positions in Å:
O: -1.37 3.14 -3.21
O: 1.30 0.92 0.31
O: 0.42 -2.44 3.10
N: 1.14 -1.86 1.15
N: 0.31 2.33 -1.90
N: -0.62 0.52 1.25
C: 0.57 0.67 3.39
C: 1.41 0.06 4.49
C: -1.22 3.01 -0.04
C: -0.40 1.80 3.87
C: 0.43 -1.63 2.23
C: -0.14 2.91 -3.06
C: -0.21 -0.22 2.43
C: 1.39 -3.17 0.64
C: 0.82 3.46 -4.10
C: -0.61 1.91 -0.81
C: 0.13 0.96 0.28
H: 0.53 -3.46 0.12
H: 2.31 -3.14 0.08
H: -1.58 0.73 1.17
H: -1.27 1.50 4.49
H: -1.44 1.27 -1.25
H: 1.40 1.16 2.82
H: 0.18 4.17 -4.74
H: 0.66 -0.44 5.12
H: -0.68 2.46 3.06
H: 2.09 -0.69 4.04
H: 1.23 2.20 -1.77
H: 1.23 2.74 -4.70
H: -1.17 -0.44 2.86
H: 1.41 -3.82 1.48
H: 1.57 4.24 -3.81
H: 0.20 2.48 4.55
H: 1.96 0.85 5.10
H: 1.22 -1.15 0.41
H: -1.84 3.49 -0.75
H: -1.97 2.77 0.72
H: -0.44 3.76 0.35

Results
* SMILES string: CNC(=O)[C@H](NC(=O)[C@@H](C)NC(C)=O)C(C)C
* energy: -22360.1911 eV
* energy relative to the best compared isomer or geometry (same formula, charge and spin): 43.4 kcal/mol
* frontier orbital gap: 10.0776 eV
* molar mass: 243.31 g/mol



Record 4
# C6H10O

A cluster of 2 separate species, C6H10O in total (ωB97M-V/def2-TZVPD, OMol25).

Atoms and positions in Å:
O: 0.50 0.15 2.44
C: 1.29 -0.42 -0.62
C: -1.20 -0.77 -0.11
C: 1.12 0.91 -0.61
C: 0.10 -1.35 -0.70
C: -0.22 1.50 -0.48
C: -1.28 0.73 -0.20
H: 2.28 -0.85 -0.66
H: -0.05 -1.57 -1.77
H: 0.34 -2.30 -0.23
H: -0.16 0.72 2.02
H: 1.22 0.18 1.80
H: -2.06 -1.21 -0.64
H: -0.32 2.58 -0.53
H: -2.25 1.19 0.00
H: 1.98 1.58 -0.64
H: -1.31 -1.07 0.93

Results
* SMILES string: C1=CCCC=C1.O
* energy: -8430.7527 eV
* energy relative to the best compared isomer or geometry (same formula, charge and spin): 11.2 kcal/mol
* frontier orbital gap: 9.4115 eV
* molar mass: 98.14 g/mol



Record 5
# C9H7NO6Pt

A structure of composition C9H7NO6Pt in a non-equilibrium geometry (ωB97M-V/def2-TZVPD, OMol25).

Atoms and positions in Å:
Pt: -0.43 0.40 0.31
O: 3.15 2.06 -1.63
O: -1.23 0.74 2.09
O: 1.56 0.58 -1.11
O: -2.73 -1.29 0.11
O: -2.91 0.69 -0.94
O: -1.31 2.28 3.72
N: 0.91 1.90 1.06
C: 2.58 3.54 0.78
C: -0.82 1.82 2.72
C: -2.24 -0.10 -0.33
C: 2.18 1.59 -0.86
C: 2.11 4.17 1.94
C: 0.41 2.50 2.13
C: 1.92 2.40 0.37
C: 1.01 3.66 2.62
C: -4.15 -1.44 -0.05
H: 3.41 3.94 0.22
H: -4.36 -2.48 0.19
H: -4.46 -1.21 -1.07
H: 2.59 5.07 2.30
H: 0.60 4.13 3.50
H: -4.67 -0.78 0.64
H: 3.24 1.47 -2.39

Results
* energy: -26467.7716 eV
* frontier orbital gap: 7.4210 eV
* molar mass: 420.23 g/mol



Record 6
# C5H8N

The ion C5H8N with charge +1 in a non-equilibrium geometry (ωB97M-V/def2-TZVPD, OMol25).

Atoms and positions in Å:
N: 0.45 2.50 -0.67
C: 0.25 3.53 -1.14
C: 0.05 -1.26 0.10
C: -0.55 0.00 -0.19
C: -0.89 -2.26 0.78
C: 0.54 1.20 -0.15
H: 1.49 0.81 -0.54
H: -0.56 -3.28 0.61
H: 0.09 -1.55 -0.98
H: 0.63 1.32 0.93
H: -1.90 -2.14 0.41
H: -0.89 -2.07 1.85
H: 0.20 4.51 -1.52
H: 1.07 -1.31 0.50

Results
* net charge: +1
* energy: -6792.1240 eV
* energy relative to the best compared isomer or geometry (same formula, charge and spin): 137.5 kcal/mol
* frontier orbital gap: 8.2304 eV
* molar mass: 82.13 g/mol